Record 1
{
  "formula": "C5H8N2O",
  "method": "wB97M-V/def2-TZVPD",
  "symbols": ["O", "N", "N", "C", "C", "C", "C", "C", "H", "H", "H", "H", "H", "H", "H", "H"],
  "xyz": [[1.1164, -0.6830, -1.0708], [-1.8359, 1.0203, -0.6732], [-0.1566, -0.3195, 0.9213], [-1.2866, -0.6354, 0.4509], [-2.2951, -1.4729, 0.3348], [0.8807, 0.0408, 0.0994], [2.1842, 0.3784, 0.7793], [-0.8775, 1.6417, -0.9898], [-0.5362, 2.4079, -1.6640], [-2.1967, -2.4777, 0.7223], [2.6547, -0.5422, 1.1300], [2.8627, 0.8630, 0.0781], [0.3406, -1.2209, -1.2861], [-3.2200, -1.1630, -0.1216], [0.3653, 1.1344, -0.3433], [1.9999, 1.0280, 1.6326]],
  "nbo_charge": [-0.710, -0.335, -0.503, 0.390, -0.587, 0.351, -0.629, 0.012, 0.246, 0.234, 0.228, 0.222, 0.488, 0.240, 0.125, 0.228],
  "homo_lumo_gap_ev": 9.449,
  "charge": 0,
  "e_lumo_ha": 0.0233,
  "smiles": "C=C=N[C@@H](C)O.C#N",
  "de_lowest_kcal_mol": 95.3,
  "e_homo_ev": -8.82,
  "spin_multiplicity": 1
}

---

Record 2
{
  "formula": "C6H5ClN2",
  "method": "wB97M-V/def2-TZVPD",
  "symbols": ["Cl", "N", "N", "C", "C", "C", "C", "C", "C", "H", "H", "H", "H", "H"],
  "xyz": [[1.6565, -1.6549, -0.0610], [-1.0273, -0.3673, -1.3393], [3.0479, 1.6406, 0.2924], [-1.7935, -0.6867, -0.3763], [-1.3614, -0.3174, 1.0545], [0.2244, 0.2979, -1.2508], [2.1262, 0.9727, 0.2663], [0.8738, 0.0364, 0.1677], [-0.0692, 0.0489, 1.2249], [-2.1270, -0.3190, 1.8413], [0.1315, 1.3774, -1.4964], [1.0042, -0.2015, -1.9291], [-2.6954, -1.2407, -0.6305], [0.0092, 0.4135, 2.2362]],
  "nbo_charge": [-0.055, -0.386, -0.294, 0.085, -0.187, -0.252, 0.270, -0.098, -0.244, 0.227, 0.241, 0.246, 0.200, 0.248],
  "homo_lumo_gap_ev": 9.165,
  "charge": 0,
  "e_lumo_ha": -0.0220,
  "smiles": "N#C[C@@]1(Cl)C=CC=NC1",
  "de_lowest_kcal_mol": 33.7,
  "e_homo_ev": -9.76,
  "spin_multiplicity": 1
}

---

Record 3
{
  "formula": "C4H6Cl2S",
  "method": "wB97M-V/def2-TZVPD",
  "symbols": ["Cl", "Cl", "S", "C", "C", "C", "C", "H", "H", "H", "H", "H", "H"],
  "xyz": [[0.4461, -2.5357, 0.7608], [0.9714, -0.0897, 2.3614], [0.3944, -0.5892, -1.8806], [-1.3018, 0.4719, -0.0408], [-0.1017, 1.4651, -0.2229], [0.0459, -0.0702, -0.2718], [0.9377, -0.7679, 0.7101], [-1.9859, 0.2444, -0.7864], [-0.1005, 2.1288, -1.0302], [0.1769, 2.0305, 0.7092], [-1.7216, 0.5165, 1.0650], [0.2363, -1.9827, -1.7339], [2.0028, -0.8218, 0.3601]],
  "nbo_charge": [-0.063, -0.013, 0.027, -0.404, -0.406, -0.302, -0.163, 0.232, 0.228, 0.237, 0.231, 0.149, 0.247],
  "homo_lumo_gap_ev": 10.125,
  "charge": 0,
  "e_lumo_ha": 0.0252,
  "smiles": "SC1(C(Cl)Cl)CC1",
  "de_lowest_kcal_mol": 20.4,
  "e_homo_ev": -9.44,
  "spin_multiplicity": 1
}

---

Record 4
{
  "formula": "C6H6N2OS",
  "method": "wB97M-V/def2-TZVPD",
  "symbols": ["S", "O", "N", "N", "C", "C", "C", "C", "C", "C", "H", "H", "H", "H", "H", "H"],
  "xyz": [[-2.7035, 0.8914, -0.1325], [-3.6035, -1.5425, 0.5367], [0.9502, 0.0809, -0.1531], [-1.3314, -1.2778, 0.2025], [1.8825, -0.9748, -0.0531], [0.0464, 2.1206, -0.1581], [1.2037, 1.3763, -0.1740], [-0.3838, -0.0250, -0.0410], [-2.6266, -0.9229, 0.1847], [-1.0315, 1.1464, -0.1615], [-0.1130, 3.2188, -0.2522], [1.9906, -1.5040, -0.9365], [2.8147, -0.3604, 0.2591], [1.6491, -1.6657, 0.7318], [-0.9913, -2.2239, 0.2517], [2.2474, 1.6625, -0.1045]],
  "nbo_charge": [0.334, -0.558, -0.454, -0.625, -0.387, -0.326, -0.021, 0.325, 0.542, -0.277, 0.240, 0.192, 0.204, 0.182, 0.426, 0.206],
  "homo_lumo_gap_ev": [4.233, 6.621],
  "charge": 0,
  "e_lumo_ha": [0.0234, -0.0741],
  "de_lowest_kcal_mol": 0.0,
  "s_squared": 2.03,
  "e_homo_ev": [-3.60, -8.64],
  "spin_multiplicity": 3
}

---

Record 5
{
  "formula": "C15H17ClN4S2",
  "method": "wB97M-V/def2-TZVPD",
  "symbols": ["Cl", "S", "S", "N", "N", "N", "N", "C", "C", "C", "C", "C", "C", "C", "C", "C", "C", "C", "C", "C", "C", "C", "H", "H", "H", "H", "H", "H", "H", "H", "H", "H", "H", "H", "H", "H", "H", "H", "H"],
  "xyz": [[-6.7083, 0.9395, -0.1142], [1.0235, -2.6789, -1.4720], [2.8514, 1.8297, -2.2983], [2.7125, 0.7534, 0.0422], [1.9170, -1.4453, 0.8644], [-0.2397, -1.0972, 0.3356], [1.3534, 2.5520, -0.4447], [-5.1389, 0.1342, -0.2341], [1.9317, -0.4208, 2.0032], [-3.4664, -0.8954, -1.4901], [-4.1812, 0.1437, 0.7974], [2.4637, 0.8081, 1.6190], [2.3598, 1.8071, -0.8284], [0.8325, -1.5328, 0.0354], [-0.7627, -2.0327, -1.7478], [0.0865, 2.2328, 0.4448], [-1.2324, -1.1578, -0.6281], [-2.5405, -0.8533, -0.6807], [3.5842, -0.4300, -0.5373], [-4.6113, -0.3280, -1.5563], [-3.0115, -0.2372, 0.7474], [3.1809, -1.6640, 0.5914], [-1.1140, -2.4252, -2.4857], [-5.5314, -0.4233, -2.1556], [-0.0259, 1.2066, 0.5750], [3.3228, -0.4975, -1.3984], [0.8302, -0.1163, 2.1943], [3.3856, -2.3786, -0.1906], [0.0679, 2.7912, 1.1326], [4.5817, -0.0701, -0.2842], [3.9369, -1.6698, 1.1318], [-0.8699, 2.5252, 0.0814], [-3.1884, -1.4223, -2.6204], [-2.2455, 0.0443, 1.1983], [2.3512, -1.0018, 2.9130], [3.5702, 1.0149, 1.8701], [2.0389, 1.6984, 1.8821], [1.0766, 3.4552, -1.1229], [-4.5914, 0.8420, 1.8303]],
  "nbo_charge": [0.008, 0.152, -0.188, -0.452, -0.436, -0.547, -0.617, -0.016, -0.245, -0.182, -0.223, -0.250, 0.193, 0.442, -0.216, -0.382, 0.126, -0.064, -0.158, -0.211, -0.161, -0.209, 0.145, 0.246, 0.217, 0.175, 0.240, 0.216, 0.166, 0.189, 0.203, 0.206, 0.173, 0.198, 0.229, 0.194, 0.227, 0.417, 0.196],
  "homo_lumo_gap_ev": 7.028,
  "charge": 0,
  "e_lumo_ha": -0.0172,
  "smiles": "CNC(=S)N1CCN(c2nc(-c3ccc(Cl)cc3)cs2)CC1",
  "e_homo_ev": -7.49,
  "spin_multiplicity": 1
}

---

Record 6
{
  "formula": "C3H4IN",
  "method": "wB97M-V/def2-TZVPD",
  "symbols": ["I", "N", "C", "C", "C", "H", "H", "H", "H"],
  "xyz": [[3.7220, -0.1203, -0.1125], [0.4034, 0.3608, 0.8204], [-1.1201, 0.2210, -0.5319], [-0.2141, 1.1374, -0.0749], [-0.3613, -0.8681, 0.2377], [-0.6170, -1.5196, 1.1132], [-0.1995, 2.2274, -0.3484], [0.4325, -1.5214, -0.2039], [-2.0459, 0.0827, -0.8998]],
  "nbo_charge": [-0.038, -0.293, -0.134, -0.045, -0.329, 0.213, 0.209, 0.217, 0.200],
  "homo_lumo_gap_ev": [9.195, 6.120],
  "charge": 0,
  "e_lumo_ha": [-0.0270, -0.1024],
  "de_lowest_kcal_mol": 80.3,
  "e_homo_ev": [-9.93, -8.91],
  "spin_multiplicity": 1
}